1.
# C43H53BN4O5P2STi

A structure of composition C43H53BN4O5P2STi (wB97M-V/def2-TZVPD, the Open Molecules 2025 dataset).

Calculated values
net charge: -1
molecular weight: 858.61 g/mol
energy relative to the best compared isomer or geometry (same formula, charge and spin): 5.3660 eV
spin multiplicity: 2
HOMO energy (spin up / spin down): -3.09 / -4.43 eV
orbital gap (spin up / spin down): 5.475 / 6.812 eV

Structure (XYZ):
```
110
Properties=species:S:1:pos:R:3:forces:R:3
Ti 0.2182 0.2377 -0.5581 -0.5 -0.1 0.1
C 1.3296 -3.5187 3.1604 0.0 0.0 0.0
C 1.5699 -2.0652 3.5845 0.0 0.0 0.0
C 1.6858 -1.9651 5.1045 0.0 0.0 0.0
P 0.3474 -0.9916 2.6782 0.1 0.0 -0.1
C -1.1309 -0.6886 3.7773 0.0 0.0 0.0
C -0.9571 0.0811 5.0847 0.0 0.0 0.0
C -1.9050 -1.9914 3.9850 0.0 0.0 0.0
C 1.1287 0.6706 2.7455 0.0 0.0 0.0
C 2.3121 0.9721 3.4235 0.0 0.0 0.0
C 2.8501 2.2501 3.4517 0.0 0.0 0.0
C 4.1398 2.5309 4.1763 0.0 0.0 0.0
C 2.1616 3.2670 2.7923 0.0 0.0 0.0
C 1.0122 2.9864 2.0815 0.0 0.0 0.0
C 0.4989 1.6892 2.0186 0.0 0.0 -0.1
N -0.5422 1.4005 1.1016 0.0 -0.1 0.1
C -1.7604 1.9832 1.2797 0.1 0.1 0.0
C -2.2595 2.4384 2.5193 0.0 0.0 0.0
C -3.5538 2.9093 2.6291 0.0 0.0 0.0
C -4.4187 2.9803 1.5360 0.0 0.0 0.0
C -5.8460 3.4357 1.6865 0.0 0.0 0.0
C -3.9011 2.6130 0.2992 0.1 0.0 0.0
C -2.6005 2.1443 0.1540 0.0 0.1 -0.1
P -1.7120 1.8782 -1.4070 0.0 -0.1 0.0
C -3.0760 1.5294 -2.6333 0.0 0.1 0.0
C -2.6816 0.4564 -3.6451 0.0 0.0 0.0
C -3.6532 2.7529 -3.3462 0.0 0.0 0.0
C -0.9310 3.5409 -1.6814 0.1 0.0 0.0
C -0.0837 3.5598 -2.9528 0.0 0.0 0.0
C -1.8000 4.7895 -1.5471 0.0 0.0 0.0
H 2.1190 -4.1658 3.5541 0.0 0.0 0.0
H 1.2981 -3.6172 2.0743 0.0 0.0 0.0
H 0.3761 -3.8895 3.5439 0.0 0.0 0.0
H 2.5209 -1.7594 3.1317 0.0 0.0 0.0
H 0.8051 -2.3985 5.5827 0.0 0.0 0.0
H 1.7844 -0.9401 5.4594 0.0 0.0 0.0
H 2.5542 -2.5322 5.4539 0.0 0.0 0.0
H -1.7322 -0.0630 3.1073 0.0 0.0 0.0
H -0.5504 -0.5518 5.8729 0.0 0.0 0.0
H -1.9268 0.4527 5.4315 0.0 0.0 0.0
H -0.2925 0.9388 4.9635 0.0 0.0 0.0
H -1.3746 -2.6643 4.6633 0.0 0.0 0.0
H -2.0577 -2.5196 3.0410 0.0 0.0 0.0
H -2.8855 -1.7881 4.4249 0.0 0.0 0.0
H 2.8519 0.1866 3.9380 0.0 0.0 0.0
H 4.6826 1.6071 4.3770 0.0 0.0 0.0
H 3.9622 3.0307 5.1320 0.0 0.0 0.0
H 4.7885 3.1770 3.5825 0.0 0.0 0.0
H 2.5592 4.2763 2.7958 0.0 0.0 0.0
H 0.5152 3.7639 1.5122 0.0 0.0 0.0
H -1.6228 2.3947 3.3943 0.0 0.0 0.0
H -3.9110 3.2245 3.6049 0.0 0.0 0.0
H -5.9572 4.1082 2.5384 0.0 0.0 0.0
H -6.5263 2.5943 1.8448 0.0 0.0 0.0
H -6.1885 3.9666 0.7963 0.0 0.0 0.0
H -4.5320 2.7188 -0.5768 0.0 0.0 -0.1
H -3.8582 1.1073 -1.9939 0.0 0.0 0.0
H -1.8982 0.8098 -4.3216 0.0 0.0 0.0
H -3.5483 0.1898 -4.2557 0.0 0.0 0.0
H -2.3218 -0.4469 -3.1523 -0.1 0.0 0.0
H -2.8922 3.2667 -3.9350 0.0 0.0 0.0
H -4.0823 3.4748 -2.6530 0.0 0.0 0.0
H -4.4403 2.4351 -4.0355 0.0 0.0 0.0
H -0.2322 3.5246 -0.8354 0.0 0.0 0.0
H -0.6992 3.4683 -3.8519 0.0 0.0 0.0
H 0.6456 2.7506 -2.9540 -0.1 0.1 0.0
H 0.4540 4.5090 -3.0182 0.0 0.0 0.0
H -2.3775 4.9821 -2.4517 0.0 0.0 0.0
H -1.1543 5.6566 -1.3857 0.0 0.0 0.0
H -2.4863 4.7247 -0.7028 0.0 0.0 0.0
O -1.1111 -1.1012 -0.2839 0.2 0.1 -0.4
N -2.1101 -1.9147 -0.0084 0.1 -0.1 0.3
C -3.2559 -1.3281 0.4219 0.1 0.0 0.0
C -4.3460 -2.0675 0.7594 0.0 0.0 0.0
C -4.2406 -3.4683 0.6653 0.0 -0.1 0.0
C -3.0732 -4.0397 0.2580 0.0 0.0 0.0
C -1.9124 -3.2814 -0.0931 0.0 0.1 0.0
S -0.4562 -3.9429 -0.5627 0.0 0.0 0.0
H -3.2027 -0.2489 0.4749 0.0 0.0 0.0
H -5.2439 -1.5740 1.0989 0.0 0.0 0.0
H -5.0849 -4.0945 0.9259 0.0 0.0 0.0
H -2.9660 -5.1123 0.1904 0.0 0.0 0.0
O 1.5338 1.5942 -0.7933 0.0 0.2 -0.1
N 2.8418 1.3827 -0.5835 0.0 -0.1 0.0
N 2.9561 0.1053 -0.1595 -0.1 0.0 -0.2
O 1.8432 -0.6578 -0.1799 0.0 -0.1 0.1
C 4.1486 -0.4681 0.1982 0.0 0.1 0.1
C 5.3199 0.3037 0.2284 0.0 0.0 0.0
C 6.5067 -0.2819 0.6313 0.0 0.0 0.0
C 6.5613 -1.6200 1.0061 0.0 0.0 0.0
C 5.3938 -2.3757 0.9666 0.0 0.0 0.0
C 4.1913 -1.8191 0.5688 0.0 0.0 0.0
H 5.2732 1.3440 -0.0568 0.0 0.0 0.0
H 7.4070 0.3212 0.6538 0.0 0.0 0.0
H 7.4960 -2.0657 1.3198 0.0 0.0 0.0
H 5.4166 -3.4211 1.2504 0.0 0.0 0.0
H 3.2827 -2.4031 0.5301 0.0 0.0 0.0
O -0.1718 -1.4627 -3.3041 0.0 0.0 0.0
B 0.2134 -0.2184 -2.7674 0.2 0.0 0.1
O 0.6755 0.5895 -3.8337 0.0 0.0 0.0
C 0.5515 -0.1517 -4.9725 0.0 0.0 0.0
C 0.8508 0.1976 -6.2693 0.0 0.0 0.0
C 0.6102 -0.7651 -7.2519 0.0 0.0 0.0
C 0.0926 -2.0150 -6.9263 0.0 0.0 0.0
C -0.2072 -2.3557 -5.6059 0.0 0.0 0.0
C 0.0344 -1.3981 -4.6476 0.0 0.0 0.0
H 1.2556 1.1722 -6.5063 0.0 0.0 0.0
H 0.8327 -0.5350 -8.2857 0.0 0.0 0.0
H -0.0797 -2.7392 -7.7120 0.0 0.0 0.0
H -0.6048 -3.3240 -5.3352 0.0 0.0 0.0
```
Positions in Å, forces in eV/Å.

2.
# C43H53GaN3O6S3Se2SiTe2

A structure of composition C43H53GaN3O6S3Se2SiTe2 at a distorted geometry (wB97M-V/def2-TZVPD, the Open Molecules 2025 dataset).

Calculated values
net charge: -1
molecular weight: 1315.04 g/mol
energy relative to the best compared isomer or geometry (same formula, charge and spin): 2.3151 eV
spin multiplicity: 1
HOMO energy: -4.46 eV
orbital gap: 6.142 eV

Structure (XYZ):
```
114
Properties=species:S:1:pos:R:3:forces:R:3
Ga 0.0112 0.2649 -0.1147 -0.8 -0.7 0.1
Se -3.9944 -0.4421 2.2622 -0.3 0.3 0.1
Te -5.5525 0.4690 4.3712 0.2 -0.1 -0.2
Te -6.6054 -1.2228 2.6303 0.0 0.0 0.0
Se -1.6792 -0.8186 1.1666 0.3 -0.1 -0.1
O 2.5563 1.1258 3.0266 0.0 0.1 0.1
S 1.1610 0.5826 3.0388 0.1 0.0 0.0
C 1.1934 -0.8039 4.1886 0.0 0.0 0.0
C 2.3730 -1.0543 4.8676 0.0 0.0 0.0
C 2.4419 -2.1483 5.7214 0.0 0.0 0.0
C 1.3419 -2.9804 5.8749 0.0 0.0 0.0
C 0.1692 -2.7238 5.1729 0.0 0.0 0.0
C 0.0885 -1.6345 4.3192 0.0 0.0 0.0
C 0.1864 1.7150 4.0326 -0.1 0.0 0.0
C -1.1944 1.5724 4.0613 0.0 0.0 0.0
C -1.9468 2.4849 4.7838 0.0 0.0 0.0
C -1.3210 3.5347 5.4462 0.0 0.0 0.0
C 0.0589 3.6768 5.3866 0.0 0.0 0.0
C 0.8240 2.7633 4.6725 0.0 0.0 0.0
H 3.2139 -0.3891 4.7138 0.0 0.0 0.0
H 3.3558 -2.3490 6.2678 0.0 0.0 0.0
H 1.3984 -3.8356 6.5373 0.0 0.0 0.0
H -0.6859 -3.3783 5.2816 0.0 0.0 0.0
H -0.8048 -1.4526 3.7303 0.0 0.0 0.0
H -1.6715 0.7807 3.4959 0.0 0.0 0.0
H -3.0247 2.3777 4.8174 0.0 0.0 0.0
H -1.9141 4.2507 6.0017 0.0 0.0 0.0
H 0.5416 4.5021 5.8955 0.0 0.0 0.0
H 1.9005 2.8486 4.5953 0.0 0.0 0.0
C -2.4113 -2.3839 -4.6051 0.0 -0.1 0.0
C -2.1328 -1.8386 -3.1995 0.0 0.0 0.0
C -2.4816 -2.9168 -2.1665 0.0 0.0 0.0
C -3.0459 -0.6287 -2.9448 0.0 0.0 -0.1
Si -0.3544 -1.1712 -3.0707 -0.1 0.1 0.2
O -0.2597 -0.0742 -1.8898 0.3 0.2 0.2
C 1.0158 -2.4616 -2.8640 0.0 0.0 0.0
C 2.3156 -1.9833 -3.0666 0.0 0.0 0.0
C 3.4275 -2.7888 -2.8784 0.0 0.0 0.0
C 3.2683 -4.1068 -2.4686 0.0 0.0 0.0
C 1.9908 -4.6049 -2.2638 0.0 0.0 0.0
C 0.8818 -3.7905 -2.4641 0.0 0.0 0.1
C 0.0502 -0.2802 -4.6802 -0.1 0.1 0.0
C -0.1882 1.0948 -4.7558 0.1 0.0 -0.1
C 0.0420 1.8002 -5.9306 0.0 0.0 0.0
C 0.5203 1.1401 -7.0541 0.0 0.0 0.0
C 0.7752 -0.2239 -6.9955 0.0 0.0 0.0
C 0.5420 -0.9220 -5.8183 0.0 0.0 0.0
H -3.4475 -2.7395 -4.6609 0.0 0.0 0.0
H -1.7603 -3.2296 -4.8498 0.0 0.0 0.0
H -2.2741 -1.6225 -5.3748 0.0 0.0 0.0
H -3.5669 -3.0734 -2.1643 0.0 0.0 0.0
H -2.1894 -2.6315 -1.1532 0.0 0.0 0.0
H -2.0252 -3.8767 -2.4143 0.0 0.0 0.0
H -2.8527 0.1783 -3.6588 0.0 0.0 0.0
H -2.9118 -0.2333 -1.9369 0.0 0.0 0.0
H -4.0940 -0.9324 -3.0594 0.0 0.0 0.0
H 2.4584 -0.9553 -3.3857 0.0 0.0 0.0
H 4.4186 -2.3898 -3.0595 0.0 0.0 0.0
H 4.1335 -4.7433 -2.3210 0.0 0.0 0.0
H 1.8536 -5.6317 -1.9442 0.0 0.0 0.0
H -0.0988 -4.2036 -2.2764 0.0 0.0 0.0
H -0.5261 1.6232 -3.8737 0.0 0.0 0.1
H -0.1461 2.8669 -5.9610 0.0 0.0 0.0
H 0.7040 1.6876 -7.9711 0.0 0.0 0.0
H 1.1580 -0.7426 -7.8669 0.0 0.0 0.0
H 0.7530 -1.9867 -5.7854 0.0 0.0 0.0
C -6.2714 2.1873 0.5425 0.0 0.1 -0.1
C -5.0156 2.7768 -0.0223 0.1 0.0 0.0
C -4.7684 2.7729 -1.3937 0.0 0.0 0.0
C -3.6070 3.3157 -1.9129 0.0 0.0 -0.1
C -2.6655 3.8613 -1.0518 0.0 0.1 0.0
C -2.8754 3.8530 0.3181 0.0 0.0 0.0
C -4.0478 3.3163 0.8212 -0.1 0.0 0.0
S -1.2316 4.5774 -1.7932 0.2 -0.1 0.0
O -0.3153 3.5356 -2.1646 0.0 -0.1 0.0
O -1.7043 5.4908 -2.7953 0.0 0.1 0.0
N -0.4706 5.5069 -0.6878 -0.1 0.0 0.1
C 0.4246 5.1192 0.4118 0.0 0.0 -0.1
C 1.3861 3.9757 0.1292 0.1 0.0 0.2
C 0.7609 2.6094 0.2427 0.0 0.2 0.5
O 1.4118 1.6027 -0.2159 0.0 -0.2 -0.4
O -0.3037 2.4308 0.8468 -0.2 0.2 -0.3
H -7.0584 2.1263 -0.2103 0.0 0.0 0.0
H -6.6385 2.7750 1.3842 0.0 0.0 0.0
H -6.0791 1.1794 0.9109 0.0 0.0 0.0
H -5.5009 2.3440 -2.0672 0.0 0.0 0.0
H -3.4360 3.3279 -2.9822 0.0 0.0 0.0
H -2.1303 4.2413 0.9960 0.0 0.0 0.0
H -4.2137 3.3095 1.8927 0.0 0.0 0.0
H -0.9811 6.3618 -0.5228 0.0 0.0 -0.1
H -0.1265 4.8790 1.3237 -0.1 0.0 0.0
H 1.0143 6.0175 0.6029 0.0 0.0 0.1
H 2.1371 3.9927 0.9271 0.1 0.0 -0.1
H 1.9073 4.0791 -0.8190 -0.1 0.0 -0.1
C 3.7482 -0.1536 0.1955 -0.1 0.0 -0.1
N 3.9536 -1.5433 0.5763 0.0 0.0 0.1
C 5.2697 -2.0947 0.3052 0.0 -0.1 0.0
C 2.9152 -2.3034 0.9671 0.0 0.1 0.1
S 1.2689 -1.9318 0.7669 0.3 0.2 -0.1
N 3.2236 -3.4580 1.6254 0.2 -0.2 -0.2
C 4.2678 -3.4919 2.6374 -0.1 0.0 0.1
C 2.2457 -4.5222 1.7551 -0.1 0.0 0.1
H 4.7126 0.2665 -0.0854 0.0 0.0 0.0
H 3.3350 0.4128 1.0282 0.0 0.0 0.0
H 3.0733 -0.0818 -0.6555 0.0 0.0 -0.1
H 5.5802 -1.7734 -0.6890 0.0 0.0 0.0
H 5.2325 -3.1800 0.3120 0.0 0.0 0.0
H 6.0171 -1.7530 1.0269 0.0 0.0 0.0
H 4.7257 -2.5130 2.7474 0.0 0.0 0.0
H 5.0423 -4.2285 2.4038 0.0 0.0 0.0
H 3.8164 -3.7542 3.5980 0.0 0.0 0.0
H 1.6127 -4.5582 0.8731 0.0 0.0 0.0
H 1.6103 -4.3757 2.6348 0.0 0.0 0.0
H 2.7851 -5.4667 1.8548 0.0 0.0 0.0
```
Positions in Å, forces in eV/Å.